Computed, not measured: a molecular structure, C52H120N7O13V at a distorted geometry, with ωB97M-V with the def2-TZVPD basis set.

Each line ends with the Mulliken charge.
CARTESIAN COORDINATES (ANGSTROEM)
1 O -40.1599 38.2167 31.4500  -0.608
2 V -38.6004 38.5653 31.3261  1.566
3 O -38.3107 39.3943 29.9225  -0.627
4 C -37.0308 32.2758 29.6880  -1.162
5 C -35.7803 33.0806 29.9472  0.543
6 C -35.2582 33.6188 28.6395  -1.219
7 O -36.1020 34.1693 30.8070  -0.599
8 H -37.4887 32.0555 30.6523  0.279
9 H -36.8965 31.3612 29.1105  0.347
10 H -37.7281 32.9155 29.1469  0.305
11 H -34.9644 32.4913 30.3658  0.230
12 H -34.6053 34.4777 28.4840  0.344
13 H -36.1577 33.9850 28.1447  0.281
14 H -34.8747 32.8285 27.9942  0.322
15 C -29.2892 36.9811 35.7896  -1.233
16 C -30.2775 38.1344 35.3975  0.718
17 C -30.1583 38.7525 33.9925  -0.894
18 O -29.0245 39.6162 33.8980  -0.342
19 C -29.2064 40.9345 34.4505  -0.685
20 N -31.6498 37.7471 35.6386  -0.761
21 H -29.1681 36.8449 36.8643  0.299
22 H -28.2686 37.0916 35.4230  0.333
23 H -29.7242 36.0969 35.3238  0.325
24 H -30.0305 38.9560 36.0699  0.101
25 H -31.0188 39.2023 33.4972  0.423
26 H -29.9657 37.9336 33.2993  0.352
27 H -29.8951 41.4871 33.8114  0.286
28 H -28.3342 41.5793 34.3436  0.268
29 H -29.4356 40.9235 35.5161  0.266
30 H -32.2677 38.4464 35.2523  0.277
31 H -31.8300 37.1257 34.8631  0.269
32 C -33.2070 31.6906 39.9839  -0.762
33 O -34.0105 32.7670 40.3540  -0.256
34 C -35.1083 33.0069 39.4639  -0.591
35 C -36.0596 34.1595 39.9350  -0.621
36 N -35.2928 35.1222 40.7048  -0.185
37 C -36.0061 36.4768 40.8020  -0.837
38 C -35.2745 37.4508 41.7560  -0.551
39 O -34.9640 36.7090 42.9299  -0.256
40 C -34.7132 37.4947 44.0983  -0.764
41 H -32.6928 31.9103 39.0483  0.309
42 H -33.7366 30.7380 39.9972  0.301
43 H -32.4887 31.5908 40.7976  0.234
44 H -35.6789 32.0800 39.4046  0.405
45 H -34.7654 33.1724 38.4425  0.355
46 H -36.8447 33.6850 40.5236  0.337
47 H -36.5221 34.6675 39.0888  0.325
48 H -34.6020 35.4446 40.0423  0.174
49 H -37.0402 36.2769 41.0827  0.425
50 H -36.0922 36.9755 39.8366  0.417
51 H -35.8577 38.3631 41.8814  0.397
52 H -34.3220 37.7908 41.3495  0.306
53 H -35.4125 38.3251 44.1961  0.315
54 H -33.7028 37.9035 44.0899  0.285
55 H -34.8580 36.8586 44.9715  0.237
56 C -31.3982 37.7480 19.0024  -0.777
57 O -30.8596 36.4936 19.4380  -0.318
58 C -30.5398 36.4510 20.8086  -0.509
59 C -30.1627 35.0085 21.3346  -0.622
60 N -29.0874 34.4596 20.4269  -0.272
61 C -28.6761 33.0563 20.6488  -0.784
62 C -27.5913 32.6805 19.6914  -0.572
63 O -27.8821 32.6774 18.2651  -0.320
64 C -26.7152 32.5385 17.4744  -0.700
65 H -31.4599 37.7078 17.9149  0.270
66 H -30.6932 38.5692 19.1317  0.319
67 H -32.4308 37.9264 19.3027  0.292
68 H -31.3923 36.8559 21.3541  0.419
69 H -29.6416 37.0430 20.9842  0.297
70 H -30.9533 34.2594 21.2910  0.361
71 H -29.7766 35.1581 22.3429  0.285
72 H -29.2208 34.6840 19.4512  0.266
73 H -29.4870 32.3282 20.6689  0.443
74 H -28.3128 32.8966 21.6640  0.346
75 H -27.1765 31.7518 20.0832  0.403
76 H -26.8903 33.4845 19.9158  0.323
77 H -25.9639 33.2627 17.7894  0.315
78 H -26.8220 32.7674 16.4141  0.256
79 H -26.3609 31.5091 17.5296  0.279
80 C -42.4359 25.7423 33.2262  -0.672
81 O -41.7683 26.5769 34.1573  -0.348
82 C -41.9364 27.9696 34.1176  -0.258
83 C -41.2365 28.7169 35.3477  -0.663
84 N -41.3855 30.1959 35.4644  -0.322
85 C -42.8193 30.5982 35.6755  -0.362
86 C -42.8855 32.1621 35.5893  -0.615
87 O -44.2274 32.5876 35.6670  -0.299
88 C -44.4017 33.9683 35.5825  -0.758
89 H -42.0300 25.8051 32.2166  0.263
90 H -43.4702 26.0693 33.3328  0.314
91 H -42.2493 24.6814 33.3925  0.230
92 H -43.0102 28.1519 34.1614  0.226
93 H -41.6323 28.3086 33.1273  0.323
94 H -40.1641 28.5221 35.3445  0.347
95 H -41.7004 28.2640 36.2239  0.283
96 H -41.0365 30.7764 34.7152  0.277
97 H -43.1874 30.2032 36.6224  0.254
98 H -43.4320 30.2168 34.8586  0.222
99 H -42.4367 32.5360 34.6690  0.312
100 H -42.3539 32.6139 36.4268  0.373
101 H -45.4613 34.2126 35.6577  0.266
102 H -44.1637 34.4322 34.6252  0.302
103 H -43.8818 34.4879 36.3874  0.306
104 C -32.0365 22.9028 34.3932  -1.583
105 C -32.7091 23.1344 33.0190  1.314
106 C -31.7469 22.9604 31.7894  -1.189
107 C -31.3542 21.4487 31.6474  -0.744
108 C -32.6213 20.5722 31.4162  -1.180
109 C -33.6745 20.8127 32.5092  1.598
110 N -33.8473 22.2538 32.7631  0.267
111 O -34.8565 22.5222 33.6886  -0.488
112 C -34.9444 20.2276 31.8812  -2.020
113 C -33.2273 20.0016 33.7367  -1.659
114 C -33.1475 24.6550 32.8106  -1.838
115 H -31.4292 23.7470 34.7198  0.387
116 H -31.3770 22.0354 34.4200  0.334
117 H -32.6614 22.7133 35.2659  0.354
118 H -32.1826 23.4184 30.9014  0.417
119 H -30.8380 23.5267 31.9927  0.454
120 H -30.8217 21.0698 32.5197  0.312
121 H -30.7059 21.4201 30.7716  0.390
122 H -32.4851 19.4932 31.4888  0.477
123 H -33.0805 20.7721 30.4480  0.404
124 H -35.3031 20.9450 31.1432  0.515
125 H -34.7808 19.2793 31.3694  0.367
126 H -35.7773 20.1218 32.5763  0.424
127 H -33.7707 20.2682 34.6431  0.327
128 H -33.2480 18.9283 33.5477  0.448
129 H -32.1705 20.1910 33.9251  0.329
130 H -32.2124 25.2126 32.7569  0.430
131 H -33.6730 25.0156 33.6948  0.403
132 H -33.7396 24.9384 31.9404  0.407
133 H -35.6499 22.6184 33.1568  0.343
134 C -44.5400 37.3447 19.3561  -1.871
135 C -43.3927 36.3706 19.8385  1.402
136 C -42.4959 36.2033 18.6025  -1.010
137 C -41.1269 35.6091 19.0575  -0.702
138 C -40.5079 36.4841 20.1534  -1.204
139 C -41.3136 36.6124 21.4209  1.808
140 N -42.6779 37.0268 20.9825  0.185
141 O -43.5187 37.1591 22.1681  -0.517
142 C -41.2564 35.2184 22.0836  -1.734
143 C -40.6823 37.6851 22.2932  -2.031
144 C -44.1228 35.0777 20.1371  -1.675
145 H -45.1020 36.9626 18.5039  0.389
146 H -44.1973 38.3552 19.1339  0.433
147 H -45.2886 37.5372 20.1246  0.400
148 H -42.8844 35.4811 17.8845  0.404
149 H -42.2720 37.1916 18.2011  0.368
150 H -40.5087 35.6653 18.1615  0.368
151 H -41.2344 34.5466 19.2758  0.347
152 H -40.2439 37.4361 19.6929  0.366
153 H -39.5522 36.0307 20.4162  0.419
154 H -42.1640 35.0902 22.6733  0.338
155 H -41.2484 34.4222 21.3393  0.286
156 H -40.3830 35.2227 22.7358  0.474
157 H -41.3267 37.9158 23.1415  0.417
158 H -39.6183 37.7747 22.5125  0.379
159 H -40.8480 38.6610 21.8367  0.499
160 H -44.8415 35.1940 20.9483  0.352
161 H -43.4214 34.3191 20.4844  0.358
162 H -44.6485 34.5685 19.3294  0.431
163 H -43.6100 38.0711 22.4535  0.322
164 C -37.9914 21.7484 22.3093  -1.867
165 C -37.6186 23.2203 22.6443  1.501
166 C -38.2747 23.5018 23.9951  -1.152
167 C -37.6985 24.7936 24.7643  -0.700
168 C -36.1740 24.4951 25.0064  -1.187
169 C -35.4779 24.3224 23.6147  1.351
170 N -36.1350 23.3399 22.7330  0.246
171 O -35.5073 23.2061 21.5007  -0.500
172 C -35.4359 25.7514 22.8796  -1.654
173 C -33.9751 23.9064 23.9060  -1.719
174 C -38.2186 24.2061 21.5622  -1.576
175 H -37.4328 20.9914 22.8599  0.410
176 H -37.9074 21.5717 21.2370  0.408
177 H -39.0669 21.6189 22.4300  0.399
178 H -39.3398 23.7329 24.0085  0.474
179 H -38.1515 22.7267 24.7514  0.355
180 H -38.2844 24.9686 25.6666  0.392
181 H -37.7265 25.7570 24.2551  0.360
182 H -36.0457 23.5359 25.5079  0.422
183 H -35.7611 25.2791 25.6412  0.380
184 H -34.8170 25.7932 21.9833  0.363
185 H -36.4093 26.1114 22.5462  0.307
186 H -35.0815 26.6171 23.4390  0.410
187 H -33.5706 23.5160 22.9722  0.413
188 H -33.4093 24.8228 24.0738  0.386
189 H -33.8172 23.1968 24.7182  0.350
190 H -37.9683 23.9585 20.5306  0.369
191 H -38.0175 25.2733 21.6561  0.269
192 H -39.2980 24.0575 21.5916  0.429
193 H -35.0626 22.3555 21.5184  0.361

Output
Frontier orbital gap = 2.875 eV
Total charge = 0
Lowest unoccupied orbital energy = -4.4 eV